No. 1
Here is a structure of composition C35H37FHfN8O5 from the OMol25 dataset. Energies are from ωB97M-V/def2-TZVPD.

```
87
C35H37FHfN8O5 (ωB97M-V/def2-TZVPD)
Hf -2.26641 -0.07246 -1.76161
O -3.75932 3.44525 -0.19452
C -3.19169 2.67409 -0.96173
O -2.75265 1.46550 -0.52343
C -3.04927 2.82978 -2.40993
C -3.31428 4.06585 -3.06297
C -3.15738 4.18141 -4.41716
C -2.76512 2.99638 -5.16074
C -2.42937 1.87120 -4.46294
N -2.65686 1.74640 -3.10740
H -3.63910 4.93882 -2.48876
H -3.21579 5.16059 -4.91215
H -2.55308 3.03717 -6.24288
H -2.05212 1.00041 -4.93746
F 3.88877 1.33602 0.67016
C 2.91502 0.71709 1.43386
C 1.75560 0.43963 0.73165
C 0.73761 -0.28222 1.41517
C -0.45145 -0.55946 0.69815
O -0.59833 -0.13345 -0.51709
C -1.47707 -1.29620 1.34842
C -1.33857 -1.42023 2.75953
N -0.16751 -1.20731 3.48697
C -0.04951 -1.75101 4.80574
C -1.15664 -1.60081 5.76955
C -0.00095 -0.63386 5.85812
C 0.93429 -0.65193 2.75237
C 2.20972 -0.51195 3.28227
C 3.21849 0.27538 2.74416
N 4.49084 0.39988 3.29248
C 4.82939 -0.61101 4.27270
C 6.33705 -0.71632 4.60065
N 7.00161 0.58208 4.26945
C 6.07365 1.76484 4.60988
C 4.91897 1.77419 3.63516
C -2.67408 -1.91430 0.64936
O -3.40067 -2.64946 1.29601
O -2.67141 -1.75024 -0.68870
H 1.66069 0.78349 -0.28270
H -2.20913 -1.79296 3.33378
H 0.79345 -2.45602 4.92697
H -1.18968 -2.31966 6.62205
H -2.07537 -1.12274 5.50366
H 0.60555 -0.81724 6.74330
H -0.13736 0.36594 5.52036
H 2.34421 -0.76273 4.34825
H 4.42974 -1.57008 3.92398
H 4.24849 -0.39897 5.20373
H 6.80636 -1.47224 4.02220
H 6.50959 -0.86843 5.67014
H 7.14608 0.63933 3.26937
H 7.90561 0.61846 4.69932
H 6.63694 2.69035 4.48917
H 5.79651 1.64723 5.62764
H 5.08948 2.40255 2.74963
H 4.08133 2.30317 4.19756
N -5.02744 -2.97802 -3.38004
C -4.04019 -3.23448 -4.30749
C -3.05572 -2.29283 -4.09865
N -3.49342 -1.36968 -3.18269
C -4.67526 -1.81741 -2.72115
C -5.35533 -1.18657 -1.62780
N -4.97597 0.02297 -1.17604
C -5.69020 0.32222 -0.04848
C -6.60830 -0.69708 0.16982
N -6.47886 -1.63795 -0.88813
H -5.94666 -3.46057 -3.41051
H -4.14503 -4.09931 -4.97689
H -2.12027 -2.08159 -4.57464
H -5.36393 1.12288 0.56096
H -7.30416 -0.98487 1.01362
H -6.82994 -2.57930 -1.00343
C 2.46754 -1.27810 -3.85612
C 1.79480 0.06775 -4.28961
C 2.50551 1.31623 -3.85618
C 1.51095 -0.03931 -5.84526
C 0.44033 0.11180 -3.68426
C -0.66377 -0.01456 -3.12063
H 3.33908 -1.54071 -4.43256
H 1.74371 -2.06682 -4.05218
H 2.85962 -1.31258 -2.76337
H 3.56677 1.32167 -4.10882
H 2.50914 1.37730 -2.76633
H 2.00410 2.23682 -4.30453
H 2.45534 -0.03692 -6.43999
H 0.89219 0.86704 -6.05107
H 0.72049 -0.86725 -5.87831
```

## Properties
LUMO level: -5.0 eV
2S+1: 1
charge: +2
E_tot: -2317.6560 Ha
ΔE to the lowest compared entry with this formula, charge and spin: 187.0 kJ/mol
HOMO energy: -12.261 eV

No. 2
Here is the molecule C3H5N3OS from the OMol25 dataset. Energies are from ωB97M-V/def2-TZVPD.

```
13
C3H5N3OS (ωB97M-V/def2-TZVPD)
C -1.44582 0.12455 0.62860
C -0.16968 -0.27507 0.06071
C 2.25367 0.20307 -0.08775
N -2.31576 -0.93605 0.24320
N -0.37287 -1.43499 -0.49162
N -1.67816 -1.83383 -0.31630
O 0.94092 0.49444 0.36417
S -1.92959 1.61267 -0.31808
H -1.41501 0.30913 1.71351
H 2.26785 -0.70954 -0.54626
H 2.73719 0.25445 0.88052
H 2.69398 0.99775 -0.70406
H -1.56672 1.19341 -1.42664
```

## Properties
LUMO level: -0.2 eV
2S+1: 1
SMILES: COC1=NN=N[C@@H]1S
E_tot: -754.8908 Ha
ΔE to the lowest compared entry with this formula, charge and spin: 389.2 kJ/mol
HOMO energy: -9.693 eV

No. 3
Here is a cluster of 4 separate species, CH10O3S2 in total from the OMol25 dataset. Energies are from ωB97M-V/def2-TZVPD.

```
16
CH10O3S2 (ωB97M-V/def2-TZVPD)
C -1.91815 0.48380 1.66268
S -2.39110 0.67826 -0.02942
S -3.11563 -1.16928 -0.47143
H -1.07868 -0.19819 1.80702
H -1.67383 1.44987 2.10215
H -2.78594 0.18373 2.26427
H -3.13721 -1.67119 0.79630
H 1.60352 1.31640 -1.29483
H 2.13817 1.47358 -2.67641
O 1.36454 1.10324 -2.21421
H 1.46323 -2.32829 -1.52245
H 1.25395 -0.73759 -1.61843
O 1.48450 -1.47904 -1.04210
H 2.95962 0.63049 0.95615
H 1.81738 -0.29904 0.45093
O 2.01564 0.56326 0.82976
```

## Properties
LUMO level (spin up / spin down): -4.8 / -8.0 eV
2S+1: 2
charge: +1
E_tot: -1065.8834 Ha
ΔE to the lowest compared entry with this formula, charge and spin: 0.0 kJ/mol
HOMO energy (spin up / spin down): -14.408 / -14.408 eV

No. 4
Here is a structure of composition C61H63As3F6N4O11SSn from the OMol25 dataset. Energies are from ωB97M-V/def2-TZVPD.

```
150
C61H63As3F6N4O11SSn (ωB97M-V/def2-TZVPD)
Sn 0.29559 -0.41153 -0.29262
C -3.70600 2.77320 1.14794
As -2.08724 2.08179 2.04326
C -3.02358 1.66427 3.72918
C -1.45168 3.91111 2.49509
C -0.15573 4.07908 3.29543
C -0.20743 3.21995 4.56532
C 1.08377 3.70661 2.47167
As 1.39490 1.77649 2.12376
C 2.38762 1.32336 3.76269
C 3.00564 2.11467 1.05129
C -0.03699 5.54768 3.77135
As -0.14988 7.17650 2.65117
C -2.01954 7.15490 2.03364
C 0.68875 6.69580 0.94682
H -4.24815 3.47087 1.79124
H -4.35254 1.92948 0.90284
H -3.43594 3.27466 0.21859
H -3.45049 2.55993 4.18704
H -2.34511 1.16966 4.42287
H -3.82774 0.96627 3.48856
H -2.27102 4.41691 3.02008
H -1.33949 4.40467 1.52514
H -0.26968 2.15489 4.32484
H -1.07888 3.47745 5.17411
H 0.69170 3.37196 5.16854
H 1.98571 4.09841 2.95748
H 1.03127 4.16249 1.48187
H 2.88616 2.20506 4.17340
H 3.13263 0.58224 3.47674
H 1.72310 0.88118 4.50368
H 3.77807 2.59705 1.65564
H 2.75287 2.75064 0.20470
H 3.37613 1.16170 0.67195
H 0.92283 5.66225 4.28653
H -0.80456 5.73923 4.53254
H -2.68270 6.93371 2.87007
H -2.18971 6.42645 1.24361
H -2.25912 8.15029 1.65811
H 1.72867 6.41378 1.10444
H 0.66547 7.57872 0.30690
H 0.17476 5.88432 0.43595
C -3.41981 -0.81795 -6.56536
C -3.88570 0.45967 -5.87450
C -3.54786 1.66728 -6.73667
C -3.94860 2.95730 -6.04424
C -3.24618 3.04742 -4.71959
C -2.87833 4.25814 -4.17642
C -2.23194 4.30644 -2.94631
F -1.88623 5.52078 -2.46422
C -1.95072 3.17717 -2.23395
C -2.33483 1.94037 -2.76166
C -2.06982 0.73285 -1.95650
O -1.57022 0.83944 -0.83143
C -2.48210 -0.50113 -2.55317
C -3.06505 -0.48850 -3.77414
N -3.27560 0.61135 -4.53890
C -2.95415 1.86448 -4.01432
C -2.25210 -1.83951 -1.90168
O -2.98291 -2.78435 -2.22801
O -1.25974 -1.88501 -1.12324
H -3.71381 -0.77617 -7.61517
H -3.85436 -1.71882 -6.13774
H -2.33313 -0.90312 -6.51139
H -4.97554 0.42190 -5.74723
H -4.06124 1.55754 -7.69373
H -2.47122 1.66972 -6.93314
H -5.03407 2.96258 -5.89233
H -3.70707 3.82745 -6.65673
H -3.08360 5.18145 -4.70459
H -1.41903 3.19416 -1.29287
H -3.38070 -1.43957 -4.17550
C -1.95592 -6.30345 0.89282
C -0.90050 -5.35056 1.38512
C -0.61543 -5.23009 2.74156
C 0.32978 -4.31688 3.19157
C 1.01282 -3.54351 2.26929
C 0.75816 -3.65910 0.91088
C -0.20353 -4.55465 0.47779
S 2.19511 -2.31414 2.81478
C 3.66851 -3.30684 2.48918
O 2.23314 -1.26719 1.75724
H -2.59648 -6.64282 1.70788
H -1.50222 -7.18303 0.42896
H -2.58340 -5.82391 0.14005
H -1.17322 -5.82170 3.45965
H 0.50621 -4.18463 4.25310
H 1.30846 -3.04615 0.20421
H -0.43607 -4.60847 -0.58028
H 3.79162 -3.33598 1.40286
H 3.53589 -4.30573 2.90291
H 4.51604 -2.80928 2.95910
O -0.51234 -0.76110 3.80911
C -1.15827 -1.18566 2.84107
O -1.01242 -0.93594 1.61844
C -2.31204 -2.15335 3.13127
C -3.02474 -2.71736 2.07702
C -4.04479 -3.62094 2.32805
C -4.32609 -3.94986 3.64485
C -3.63616 -3.39800 4.71436
C -2.62708 -2.49125 4.44318
N -5.39028 -4.92278 3.92233
O -5.59542 -5.23841 5.08366
O -6.02141 -5.37328 2.98324
H -2.74887 -2.44738 1.06457
H -4.60805 -4.07224 1.52472
H -3.89514 -3.68276 5.72331
H -2.04890 -2.03393 5.23541
O 4.00377 -3.40267 -1.09487
C 3.22237 -2.89027 -1.88046
N 3.30872 -3.09950 -3.27001
C 2.06555 -2.69067 -3.89178
C 1.52575 -1.80133 -2.74292
O 0.59799 -1.00823 -2.89659
N 2.16687 -2.06118 -1.60060
C 1.10900 -3.87338 -4.08451
C -0.19764 -3.85420 -3.60598
C -1.02884 -4.95477 -3.77579
C -0.56799 -6.08573 -4.43303
C 0.73271 -6.10997 -4.92300
C 1.55996 -5.01151 -4.74859
C 2.24359 -1.87588 -5.16031
C 3.40259 -1.12973 -5.35223
C 3.54851 -0.32792 -6.47402
C 2.53833 -0.26223 -7.42397
C 1.37673 -0.99622 -7.23448
C 1.22975 -1.79507 -6.10899
H 3.79295 -3.93105 -3.56658
H -0.56994 -2.98910 -3.07594
H -2.03396 -4.91177 -3.37347
H -1.21346 -6.94699 -4.55761
H 1.10602 -6.98848 -5.43627
H 2.56910 -5.03850 -5.14672
H 4.17583 -1.16028 -4.59750
H 4.44900 0.26160 -6.59354
H 2.65254 0.36402 -8.30066
H 0.57403 -0.94127 -7.96081
H 0.31277 -2.35110 -5.95951
F 4.64872 4.91431 -4.15511
C 3.75234 4.14071 -3.49592
C 3.90402 2.76494 -3.43841
F 4.96978 2.19767 -4.04049
C 2.99080 1.97495 -2.77383
F 3.22630 0.65340 -2.72038
C 1.83656 2.48863 -2.12172
O 0.98682 1.77183 -1.50902
C 1.74642 3.90485 -2.19858
F 0.71643 4.52262 -1.57500
C 2.66139 4.70012 -2.85726
F 2.49577 6.03956 -2.88236
```

## Properties
LUMO level: 3.4 eV
2S+1: 1
charge: -2
E_tot: -11328.0899 Ha
ΔE to the lowest compared entry with this formula, charge and spin: 0.0 kJ/mol
HOMO energy: -2.754 eV